No. 1
Below is 2 unconnected molecules or ions with the total composition C18H38BFN3O3, with properties calculated with ωB97M-V with the def2-TZVPD basis set.

Positions of all 64 atoms, in Å:
N  -0.332  1.181  0.476
C  -1.384  2.254  0.509
B  -1.619  3.086  -0.892
N  -2.620  4.250  -0.467
C  -0.242  3.809  -1.424
C  0.379  4.804  -0.430
C  1.505  4.210  0.407
F  1.222  4.224  1.780
C  -2.352  2.191  -2.076
C  -1.507  1.175  -2.887
C  -1.445  -0.219  -2.254
C  -0.050  -0.806  -1.962
N  1.040  -0.279  -2.762
C  1.903  0.699  -2.380
C  2.769  0.948  -3.430
C  2.395  0.086  -4.488
C  1.316  -0.658  -4.044
H  -0.591  0.442  1.121
H  0.523  1.558  0.865
H  -2.338  1.805  0.807
H  -1.125  2.971  1.296
H  -3.343  3.860  0.128
H  -3.076  4.637  -1.284
H  0.540  3.090  -1.691
H  -0.470  4.347  -2.352
H  -0.366  5.237  0.234
H  0.821  5.636  -0.988
H  1.714  3.181  0.112
H  2.433  4.772  0.293
H  -2.766  2.901  -2.798
H  -3.178  1.638  -1.614
H  -0.518  1.586  -3.078
H  -1.972  1.067  -3.872
H  -1.998  -0.219  -1.316
H  -1.962  -0.933  -2.897
H  0.197  -0.704  -0.913
H  -0.083  -1.880  -2.163
H  1.854  1.184  -1.425
H  3.556  1.680  -3.415
H  2.856  0.038  -5.459
H  0.739  -1.408  -4.551
C  2.567  -3.090  4.755
O  1.253  -3.430  4.381
C  0.313  -2.371  4.457
C  -0.589  -2.301  3.243
O  0.032  -1.894  2.042
C  0.913  -2.771  1.362
C  0.260  -3.949  0.677
O  -0.251  -4.908  1.592
C  -1.563  -5.341  1.319
H  2.702  -3.156  5.841
H  3.243  -3.800  4.278
H  2.836  -2.083  4.420
H  0.821  -1.409  4.580
H  -0.322  -2.536  5.337
H  -1.319  -1.514  3.451
H  -1.150  -3.230  3.116
H  1.739  -3.085  2.004
H  1.346  -2.155  0.569
H  1.022  -4.440  0.058
H  -0.531  -3.584  0.014
H  -2.204  -4.514  0.999
H  -1.973  -5.755  2.241
H  -1.573  -6.121  0.549

Calculated values
E_tot = -1223.32822 Eh
F_max = 0.017 hartree/bohr
E_HOMO = -0.144 Ha
charge = -1
Kohn-Sham gap = 6.5 eV

No. 2
Below is 2 unconnected molecules or ions with the total composition C11H24BFNO5S at a distorted geometry, with properties calculated with ωB97M-V with the def2-TZVPD basis set.

Positions of all 44 atoms, in Å:
C  1.845  2.017  0.607
C  1.119  2.192  -0.686
O  1.399  1.618  -1.692
O  0.051  3.118  -0.709
C  -1.198  2.596  -0.523
S  -1.559  2.167  1.270
C  -2.259  3.702  1.938
C  -1.302  4.816  1.566
O  -0.178  4.870  1.943
F  -1.856  5.716  0.761
B  -2.981  0.883  1.200
O  -4.181  1.445  1.393
N  -2.719  -0.510  1.038
C  -1.720  -0.826  -0.006
C  -2.339  -1.119  2.354
H  1.388  2.518  1.455
H  1.912  0.946  0.801
H  2.854  2.404  0.472
H  -1.937  3.338  -0.820
H  -1.353  1.669  -1.077
H  -3.266  3.829  1.553
H  -2.250  3.616  3.022
H  -4.878  0.769  1.432
H  -2.059  -0.448  -0.969
H  -0.723  -0.431  0.231
H  -1.616  -1.907  -0.082
H  -2.481  -0.427  3.184
H  -2.950  -2.002  2.530
H  -1.298  -1.441  2.331
C  2.099  -1.388  -2.520
C  3.111  -1.908  -1.516
O  2.529  -2.639  -0.448
C  1.840  -3.822  -0.816
C  2.711  -4.858  -1.503
H  1.324  -0.825  -2.002
H  2.580  -0.730  -3.241
H  1.615  -2.193  -3.075
H  3.614  -1.067  -1.038
H  3.889  -2.497  -2.014
H  0.969  -3.582  -1.438
H  1.459  -4.229  0.121
H  3.058  -4.520  -2.480
H  2.146  -5.778  -1.654
H  3.586  -5.084  -0.893

Calculated values
E_tot = -1387.17646 Eh
F_max = 0.025 hartree/bohr
E_HOMO = -0.433 Ha
charge = +1
Kohn-Sham gap = 7.8 eV

No. 3
Below is a molecular structure, C4H4N2O at a distorted geometry, with properties calculated with ωB97M-V with the def2-TZVPD basis set.

Positions of all 11 atoms, in Å:
C  1.005  0.978  1.191
C  0.116  0.246  0.275
C  -1.451  -0.436  -0.989
C  -0.250  -1.163  -1.149
H  0.524  1.824  1.685
H  1.157  0.177  1.978
H  1.849  1.342  0.701
H  -0.101  -1.933  -1.950
N  -1.050  0.603  -0.011
N  0.754  -0.791  -0.485
O  -2.552  -0.847  -1.245

Calculated values
E_tot = -339.51523 Eh
F_max = 0.133 hartree/bohr
E_HOMO = -0.391 Ha
Kohn-Sham gap = 9.1 eV
ΔE to the lowest compared entry with this formula, charge and spin = 41.7 kcal/mol

No. 4
Below is 2 unconnected molecules or ions with the total composition C5H10FN2O at a distorted geometry, with properties calculated with ωB97M-V with the def2-TZVPD basis set.

Positions of all 19 atoms, in Å:
C  -1.591  1.582  0.416
C  -1.217  -0.526  -0.348
C  0.126  0.314  -0.417
C  1.715  -1.603  0.513
C  1.276  -0.190  0.533
N  -0.351  1.614  0.175
N  -2.145  0.367  0.209
O  0.434  0.490  -1.719
F  -1.201  -1.769  0.058
H  -2.033  2.533  0.727
H  -1.655  -0.899  -2.326
H  1.161  -2.125  1.206
H  2.769  -1.627  0.991
H  1.560  -2.175  -0.437
H  2.021  0.500  0.228
H  0.853  0.031  1.621
H  0.044  2.536  0.202
H  -3.129  0.034  0.252
H  1.362  0.911  -1.882

Calculated values
E_tot = -480.72390 Eh
F_max = 0.078 hartree/bohr
E_HOMO (spin up / spin down) = -0.480 / -0.502 Ha
charge = +1
Kohn-Sham gap (spin up / spin down) = 8.7 / 9.0 eV
ΔE to the lowest compared entry with this formula, charge and spin = 94.3 kcal/mol

Question: F_max of number 3 (C4H4N2O)?
Answer: 0.133 hartree/bohr

Question: Which of these has the highest F_max?
Answer: C4H4N2O